DFT (ωB97M-V/def2-TZVPD) results for C28H25BrLaOSi as an isolated structure at a distorted geometry.

```
57
Properties=species:S:1:pos:R:3:mulliken_charge:R:1
C -1.243 -0.790 -1.889 -0.31
C -1.309 -1.819 -0.877 -0.77
C -2.069 -1.290 0.256 -0.41
H -0.748 -2.782 -0.878 0.45
C -2.468 0.080 -0.078 -0.51
C -1.944 0.383 -1.406 -0.61
H -1.982 1.387 -1.887 0.41
H -0.682 -0.867 -2.846 0.47
H -2.131 -1.741 1.272 0.44
H -2.933 0.807 0.623 0.54
La -0.047 0.048 0.356 0.34
Br 0.912 -2.052 1.671 -0.63
C 2.103 1.228 0.338 -0.48
C 1.250 2.014 -0.552 -0.99
C 1.058 1.232 -1.773 -0.25
H 0.678 2.931 -0.261 0.47
C 1.775 -0.013 -1.640 -0.51
C 2.431 -0.022 -0.350 -0.63
H 2.969 -0.880 0.103 0.61
H 2.272 1.432 1.422 0.55
H 0.390 1.527 -2.614 0.49
H 1.759 -0.870 -2.351 0.36
O -0.450 0.752 2.280 0.79
Si -0.315 0.664 3.873 -0.95
C 0.991 1.855 4.442 0.60
C 2.334 1.656 4.076 -0.13
C 3.325 2.548 4.512 -0.95
C 2.982 3.646 5.308 -0.51
C 1.646 3.850 5.667 -0.67
C 0.653 2.963 5.229 -0.38
C -1.957 1.068 4.636 0.06
C -2.084 1.006 6.028 -0.02
C -3.319 1.270 6.632 -0.70
C -4.429 1.591 5.845 -0.50
C -4.302 1.647 4.452 -0.35
C -3.067 1.384 3.844 -0.18
C 0.033 -1.054 4.528 0.38
C 1.190 -1.333 5.258 -0.27
C 1.426 -2.630 5.732 -0.67
C 0.505 -3.649 5.489 -0.49
C -0.663 -3.370 4.770 -0.62
C -0.904 -2.079 4.298 0.20
H 2.622 0.794 3.466 0.75
H 4.365 2.379 4.232 0.36
H 3.752 4.336 5.649 0.36
H 1.373 4.702 6.289 0.38
H -0.383 3.138 5.520 0.34
H -1.225 0.748 6.650 0.39
H -3.411 1.221 7.717 0.37
H -5.391 1.793 6.314 0.36
H -5.165 1.895 3.835 0.39
H -2.977 1.427 2.757 0.02
H 1.920 -0.553 5.460 0.34
H 2.336 -2.837 6.295 0.36
H 0.693 -4.656 5.859 0.34
H -1.385 -4.162 4.578 0.35
H -1.815 -1.876 3.730 0.20
```

Properties
**Relative energy (zero: lowest compared OMol25 entry of this formula, charge and spin)**: 0.0 kcal per mole
**Total charge**: -1
**M**: 624.4 g mol⁻¹
**Energy**: -4052.4601 Eh

DFT (ωB97M-V/def2-TZVPD) results for C28H25BrOTi as an isolated structure at a distorted geometry.

```
56
Properties=species:S:1:pos:R:3:nbo_charge:R:1
Ti -0.472 -0.813 0.638 1.27
C 3.600 -2.374 -0.653 -0.61
C 3.616 -1.794 0.762 -0.26
C 3.841 -0.281 0.731 -0.61
C 2.366 -2.150 1.556 0.05
C 1.548 -3.219 1.189 -0.26
C 0.394 -3.531 1.901 -0.27
C 0.030 -2.801 3.035 -0.04
C -1.192 -3.172 3.838 -0.63
C 0.855 -1.756 3.427 -0.17
C 1.987 -1.423 2.690 -0.13
H 4.387 -1.918 -1.257 0.21
H 2.641 -2.194 -1.157 0.22
H 3.770 -3.453 -0.651 0.20
H 4.467 -2.260 1.274 0.19
H 2.942 0.240 0.393 0.25
H 4.666 -0.038 0.056 0.19
H 4.093 0.115 1.713 0.20
H 1.823 -3.838 0.344 0.21
H -0.204 -4.388 1.606 0.21
H -0.943 -3.890 4.624 0.21
H -1.957 -3.626 3.206 0.21
H -1.628 -2.294 4.314 0.22
H 0.600 -1.178 4.306 0.21
H 2.598 -0.596 3.015 0.22
Br -2.977 -0.885 0.530 0.16
C -3.155 -0.837 -1.388 -0.02
C -4.409 -0.833 -1.910 -0.28
C -4.562 -0.786 -3.313 -0.23
C -3.466 -0.745 -4.115 -0.21
C -2.154 -0.749 -3.571 0.03
C -1.012 -0.701 -4.407 -0.26
C 0.230 -0.695 -3.854 -0.20
C 0.401 -0.749 -2.450 -0.26
C -0.640 -0.801 -1.545 -0.40
C -1.958 -0.798 -2.157 -0.14
H -5.276 -0.862 -1.263 0.22
H -5.557 -0.779 -3.742 0.20
H -3.586 -0.704 -5.193 0.20
H -1.143 -0.661 -5.483 0.19
H 1.100 -0.646 -4.501 0.20
H 1.426 -0.711 -2.074 0.19
C -0.621 1.296 0.493 -0.25
C -0.607 2.538 0.533 -0.22
C -0.591 3.943 0.579 -0.05
C -0.159 4.718 -0.521 -0.23
C -0.149 6.098 -0.473 -0.21
C -0.575 6.780 0.661 -0.29
C -1.009 6.039 1.755 -0.21
C -1.013 4.657 1.722 -0.23
H 0.165 4.202 -1.416 0.21
H 0.191 6.658 -1.338 0.19
H -0.570 7.863 0.692 0.19
H -1.343 6.552 2.651 0.19
H -1.345 4.094 2.586 0.21
O 0.537 0.134 1.614 -0.99
```

Properties
**Relative energy (zero: lowest compared OMol25 entry of this formula, charge and spin)**: 80.0 kcal per mole
**Total charge**: -1
**M**: 505.3 g mol⁻¹
**Energy**: -4580.5992 Eh
**2S+1**: 2

DFT (ωB97M-V/def2-TZVPD) results for C28H25Cl2N5O3RuS3Si as an isolated structure.

```
68
Properties=species:S:1:pos:R:3:nbo_charge:R:1
Ru 1.112 0.706 -0.369 0.66
Cl 6.134 -2.889 2.536 -0.01
C 5.109 -2.123 1.360 -0.07
C 4.075 -1.315 1.811 -0.27
C 3.235 -0.689 0.899 0.22
N 2.171 0.153 1.226 -0.56
C 1.773 0.515 2.453 0.63
O 2.242 0.205 3.545 -0.65
C 0.568 1.439 2.383 0.16
C 0.065 1.992 3.547 -0.22
C -1.020 2.845 3.469 -0.16
C -1.573 3.119 2.227 -0.25
C -1.018 2.528 1.107 0.09
N 0.028 1.707 1.180 -0.41
C 3.442 -0.887 -0.495 0.12
C 4.485 -1.693 -0.925 -0.24
C 5.315 -2.309 0.002 -0.08
Cl 6.607 -3.315 -0.582 -0.01
N 2.527 -0.239 -1.341 -0.51
C 2.599 -0.140 -2.683 0.64
O 3.457 -0.581 -3.436 -0.63
C 1.407 0.610 -3.237 0.14
C 1.284 0.791 -4.602 -0.21
C 0.170 1.446 -5.094 -0.18
C -0.792 1.888 -4.203 -0.20
C -0.602 1.676 -2.849 0.07
N 0.479 1.063 -2.370 -0.39
H 3.916 -1.166 2.867 0.27
H 0.548 1.730 4.478 0.25
H -1.430 3.296 4.364 0.21
H -2.423 3.778 2.119 0.22
H -1.411 2.700 0.119 0.22
H 4.652 -1.835 -1.981 0.26
H 2.072 0.406 -5.234 0.25
H 0.050 1.603 -6.158 0.21
H -1.687 2.391 -4.543 0.21
H -1.333 1.971 -2.111 0.22
C -1.377 -4.613 0.162 -1.12
Si -2.219 -3.445 1.358 1.65
C -3.788 -4.312 1.947 -1.12
C -1.164 -3.111 2.867 -1.12
C -2.765 -1.839 0.532 -0.53
C -4.108 -1.493 0.502 -0.14
C -4.526 -0.274 -0.029 -0.32
C -3.545 0.574 -0.502 0.05
N -2.247 0.282 -0.505 -0.52
C -1.854 -0.905 -0.026 0.11
S -0.166 -1.321 -0.088 -0.16
H -1.159 -5.563 0.658 0.23
H -0.442 -4.196 -0.214 0.26
H -2.026 -4.819 -0.693 0.23
H -3.517 -5.258 2.425 0.23
H -4.466 -4.544 1.121 0.23
H -4.336 -3.718 2.682 0.23
H -1.084 -4.013 3.480 0.23
H -1.621 -2.328 3.477 0.23
H -0.161 -2.779 2.600 0.26
H -4.850 -2.171 0.909 0.20
H -5.570 0.010 -0.055 0.21
H -3.808 1.552 -0.902 0.17
C -0.430 4.968 -1.731 -0.26
O 0.351 3.882 -1.242 -0.55
C 1.665 4.091 -0.997 0.02
S 2.381 5.572 -1.191 -0.23
S 2.505 2.705 -0.459 -0.04
H -1.435 4.566 -1.859 0.17
H -0.040 5.325 -2.684 0.20
H -0.432 5.796 -1.024 0.20
```

Properties
**Relative energy (zero: lowest compared OMol25 entry of this formula, charge and spin)**: 0.0 kcal per mole
**Total charge**: -1
**M**: 775.8 g mol⁻¹
**Energy**: -4081.0993 Eh
**2S+1**: 2

DFT (ωB97M-V/def2-TZVPD) results for C28H25Cl6F3N4OSTi as an isolated structure.

```
69
Properties=species:S:1:pos:R:3:nbo_charge:R:1
Ti 1.789 -1.890 1.371 1.54
F 5.123 -3.785 6.167 -0.29
C 4.868 -3.182 5.014 0.98
F 5.094 -1.871 5.154 -0.30
F 5.709 -3.651 4.088 -0.30
C 3.431 -3.418 4.586 -0.18
C 2.566 -4.194 5.336 -0.03
C 1.249 -4.399 4.918 -0.23
C 0.825 -3.818 3.753 0.10
N 1.668 -3.057 3.021 -0.59
C 2.947 -2.853 3.413 0.12
S 3.862 -1.858 2.267 0.10
H 2.923 -4.646 6.253 0.28
H 0.570 -5.007 5.498 0.27
H -0.176 -3.946 3.367 0.24
Cl 3.061 -0.643 -0.685 0.14
C 2.145 -1.981 -1.359 -0.01
C 1.494 -2.730 -0.399 -0.46
C 0.663 -3.764 -0.810 -0.04
Cl -0.229 -4.607 0.403 0.09
C 0.534 -4.068 -2.158 -0.09
Cl -0.473 -5.345 -2.658 0.14
C 1.230 -3.290 -3.107 -0.02
Cl 1.062 -3.633 -4.756 0.18
C 2.037 -2.208 -2.713 -0.10
Cl 2.831 -1.207 -3.837 0.14
C -2.962 2.028 -1.126 -0.61
C -2.644 3.398 -0.528 -0.07
C -3.239 4.457 -1.473 -0.63
C -3.356 3.546 0.822 -0.63
C -1.108 3.657 -0.375 0.30
O -0.921 5.038 -0.032 -0.73
C -0.261 3.413 -1.659 -0.45
C 0.531 2.120 -1.950 -0.41
C -0.211 0.953 -2.554 -0.05
C -0.604 -0.146 -1.800 -0.15
C -1.327 -1.192 -2.354 -0.28
C -1.636 -1.157 -3.704 -0.03
Cl -2.519 -2.465 -4.410 0.04
C -1.238 -0.084 -4.489 -0.21
C -0.535 0.960 -3.909 -0.19
C -0.450 3.115 0.927 -0.25
N -0.307 1.672 1.193 -0.12
C 0.820 1.002 1.253 0.27
N 0.563 -0.273 1.597 -0.67
C -0.810 -0.284 1.761 0.18
N -1.347 0.874 1.535 -0.19
H -4.045 1.898 -1.145 0.23
H -2.551 1.206 -0.543 0.20
H -2.605 1.938 -2.152 0.21
H -4.270 4.185 -1.697 0.24
H -2.718 4.524 -2.430 0.21
H -3.274 5.447 -1.015 0.22
H -4.434 3.556 0.659 0.23
H -3.090 4.485 1.309 0.23
H -3.143 2.717 1.497 0.21
H -1.312 5.592 -0.716 0.49
H 0.483 4.211 -1.630 0.24
H -0.890 3.623 -2.526 0.23
H 1.077 1.787 -1.067 0.17
H 1.309 2.411 -2.660 0.24
H -0.377 -0.178 -0.743 0.16
H -1.671 -2.022 -1.749 0.22
H -1.483 -0.069 -5.542 0.25
H -0.233 1.797 -4.527 0.23
H -0.991 3.530 1.773 0.27
H 0.564 3.514 0.951 0.24
H 1.791 1.428 1.062 0.26
H -1.381 -1.154 2.044 0.24
```

Properties
**Relative energy (zero: lowest compared OMol25 entry of this formula, charge and spin)**: 13.4 kcal per mole
**Total charge**: +2
**M**: 783.2 g mol⁻¹
**Energy**: -5684.1565 Eh

Please write out number 2 again, unchanged.
DFT (ωB97M-V/def2-TZVPD) results for C28H25BrOTi as an isolated structure at a distorted geometry.

```
56
Properties=species:S:1:pos:R:3:nbo_charge:R:1
Ti -0.472 -0.813 0.638 1.27
C 3.600 -2.374 -0.653 -0.61
C 3.616 -1.794 0.762 -0.26
C 3.841 -0.281 0.731 -0.61
C 2.366 -2.150 1.556 0.05
C 1.548 -3.219 1.189 -0.26
C 0.394 -3.531 1.901 -0.27
C 0.030 -2.801 3.035 -0.04
C -1.192 -3.172 3.838 -0.63
C 0.855 -1.756 3.427 -0.17
C 1.987 -1.423 2.690 -0.13
H 4.387 -1.918 -1.257 0.21
H 2.641 -2.194 -1.157 0.22
H 3.770 -3.453 -0.651 0.20
H 4.467 -2.260 1.274 0.19
H 2.942 0.240 0.393 0.25
H 4.666 -0.038 0.056 0.19
H 4.093 0.115 1.713 0.20
H 1.823 -3.838 0.344 0.21
H -0.204 -4.388 1.606 0.21
H -0.943 -3.890 4.624 0.21
H -1.957 -3.626 3.206 0.21
H -1.628 -2.294 4.314 0.22
H 0.600 -1.178 4.306 0.21
H 2.598 -0.596 3.015 0.22
Br -2.977 -0.885 0.530 0.16
C -3.155 -0.837 -1.388 -0.02
C -4.409 -0.833 -1.910 -0.28
C -4.562 -0.786 -3.313 -0.23
C -3.466 -0.745 -4.115 -0.21
C -2.154 -0.749 -3.571 0.03
C -1.012 -0.701 -4.407 -0.26
C 0.230 -0.695 -3.854 -0.20
C 0.401 -0.749 -2.450 -0.26
C -0.640 -0.801 -1.545 -0.40
C -1.958 -0.798 -2.157 -0.14
H -5.276 -0.862 -1.263 0.22
H -5.557 -0.779 -3.742 0.20
H -3.586 -0.704 -5.193 0.20
H -1.143 -0.661 -5.483 0.19
H 1.100 -0.646 -4.501 0.20
H 1.426 -0.711 -2.074 0.19
C -0.621 1.296 0.493 -0.25
C -0.607 2.538 0.533 -0.22
C -0.591 3.943 0.579 -0.05
C -0.159 4.718 -0.521 -0.23
C -0.149 6.098 -0.473 -0.21
C -0.575 6.780 0.661 -0.29
C -1.009 6.039 1.755 -0.21
C -1.013 4.657 1.722 -0.23
H 0.165 4.202 -1.416 0.21
H 0.191 6.658 -1.338 0.19
H -0.570 7.863 0.692 0.19
H -1.343 6.552 2.651 0.19
H -1.345 4.094 2.586 0.21
O 0.537 0.134 1.614 -0.99
```

Properties
**Relative energy (zero: lowest compared OMol25 entry of this formula, charge and spin)**: 80.0 kcal per mole
**Total charge**: -1
**M**: 505.3 g mol⁻¹
**Energy**: -4580.5992 Eh
**2S+1**: 2

Look up the relative energy (zero: lowest compared OMol25 entry of this formula, charge and spin) of the first one.
0.0 kcal per mole

Which value of M does entry 1 give?
624.4 g mol⁻¹